{"formula": "C72H168N6O15", "method": "ωB97M-V with the def2-TZVPD basis set", "species": ["C", "C", "C", "C", "C", "C", "N", "O", "C", "C", "C", "H", "H", "H", "H", "H", "H", "H", "H", "H", "H", "H", "H", "H", "H", "H", "H", "H", "H", "H", "C", "C", "C", "C", "C", "C", "N", "O", "C", "C", "C", "H", "H", "H", "H", "H", "H", "H", "H", "H", "H", "H", "H", "H", "H", "H", "H", "H", "H", "H", "C", "C", "C", "C", "C", "C", "N", "O", "C", "C", "C", "H", "H", "H", "H", "H", "H", "H", "H", "H", "H", "H", "H", "H", "H", "H", "H", "H", "H", "H", "C", "C", "C", "C", "C", "C", "N", "O", "C", "C", "C", "H", "H", "H", "H", "H", "H", "H", "H", "H", "H", "H", "H", "H", "H", "H", "H", "H", "H", "H", "C", "C", "C", "C", "C", "C", "N", "O", "C", "C", "C", "H", "H", "H", "H", "H", "H", "H", "H", "H", "H", "H", "H", "H", "H", "H", "H", "H", "H", "H", "C", "C", "C", "C", "C", "C", "N", "O", "C", "C", "C", "H", "H", "H", "H", "H", "H", "H", "H", "H", "H", "H", "H", "H", "H", "H", "H", "H", "H", "H", "C", "C", "O", "H", "H", "H", "H", "H", "H", "C", "C", "O", "H", "H", "H", "H", "H", "H", "C", "C", "O", "H", "H", "H", "H", "H", "H", "C", "C", "O", "H", "H", "H", "H", "H", "H", "C", "C", "O", "H", "H", "H", "H", "H", "H", "C", "C", "O", "H", "H", "H", "H", "H", "H", "C", "C", "O", "H", "H", "H", "H", "H", "H", "C", "C", "O", "H", "H", "H", "H", "H", "H", "C", "C", "O", "H", "H", "H", "H", "H", "H"], "xyz": [[-5.635, 4.349, -0.550], [-6.349, 2.967, -0.342], [-7.739, 3.396, 0.322], [-8.751, 2.243, 0.345], [-8.848, 1.709, -1.048], [-7.542, 1.264, -1.788], [-6.506, 2.267, -1.643], [-5.263, 1.979, -2.213], [-7.113, -0.148, -1.348], [-7.942, 1.134, -3.254], [-5.614, 2.144, 0.696], [-5.570, 4.974, 0.341], [-6.059, 5.037, -1.280], [-4.603, 4.139, -0.831], [-7.646, 3.829, 1.318], [-8.178, 4.181, -0.294], [-9.744, 2.476, 0.730], [-8.431, 1.528, 1.103], [-9.292, 2.491, -1.664], [-9.645, 0.968, -1.116], [-6.940, -0.202, -0.273], [-7.914, -0.880, -1.453], [-6.174, -0.438, -1.820], [-7.573, 0.254, -3.782], [-9.009, 1.047, -3.462], [-7.481, 2.001, -3.726], [-4.673, 1.826, 0.248], [-6.258, 1.302, 0.951], [-5.398, 2.763, 1.567], [-5.412, 2.337, -3.091], [5.440, 2.083, -5.497], [3.873, 2.121, -5.628], [3.241, 1.029, -4.678], [3.018, 1.480, -3.272], [2.174, 2.736, -3.254], [2.918, 3.886, -4.076], [3.403, 3.502, -5.400], [4.014, 4.461, -6.177], [1.883, 5.007, -4.295], [4.093, 4.391, -3.154], [3.587, 1.691, -7.034], [5.733, 2.611, -4.589], [5.890, 2.551, -6.372], [5.835, 1.069, -5.430], [2.259, 0.722, -5.039], [3.818, 0.109, -4.580], [3.994, 1.611, -2.804], [2.465, 0.755, -2.675], [2.018, 3.078, -2.231], [1.180, 2.605, -3.680], [1.043, 4.643, -4.887], [1.405, 5.345, -3.375], [2.306, 5.845, -4.848], [4.616, 5.242, -3.592], [3.699, 4.777, -2.214], [4.882, 3.708, -2.839], [3.832, 0.654, -7.264], [4.240, 2.249, -7.706], [2.540, 1.905, -7.250], [4.909, 4.444, -5.832], [7.264, -1.920, -1.290], [6.264, -2.458, -2.296], [6.455, -1.703, -3.641], [7.676, -2.212, -4.381], [7.586, -3.782, -4.582], [7.337, -4.523, -3.263], [6.304, -3.945, -2.465], [5.873, -4.645, -1.329], [6.857, -5.951, -3.639], [8.659, -4.599, -2.450], [4.809, -2.091, -1.943], [8.285, -1.790, -1.648], [7.337, -2.646, -0.480], [7.039, -1.009, -0.736], [5.622, -1.722, -4.344], [6.702, -0.664, -3.427], [8.639, -1.978, -3.926], [7.647, -1.838, -5.404], [8.488, -4.182, -5.044], [6.741, -4.021, -5.227], [7.446, -6.290, -4.492], [6.929, -6.633, -2.792], [5.813, -5.957, -3.951], [9.115, -3.657, -2.146], [8.572, -5.246, -1.577], [9.433, -4.998, -3.106], [4.638, -2.315, -0.890], [4.186, -2.684, -2.612], [4.662, -1.033, -2.160], [5.135, -5.174, -1.640], [-0.287, 7.685, 3.277], [0.325, 7.363, 1.858], [1.567, 6.458, 1.911], [1.976, 5.764, 0.593], [0.729, 5.246, -0.156], [-0.514, 6.195, -0.240], [-0.758, 6.739, 1.125], [-1.959, 7.493, 1.128], [-0.405, 7.133, -1.460], [-1.779, 5.288, -0.523], [0.792, 8.744, 1.241], [0.487, 7.640, 4.043], [-0.879, 6.880, 3.713], [-0.945, 8.554, 3.282], [2.397, 7.003, 2.360], [1.421, 5.744, 2.722], [2.567, 4.849, 0.631], [2.465, 6.505, -0.040], [0.478, 4.238, 0.174], [1.144, 5.107, -1.154], [-0.002, 6.682, -2.366], [-1.227, 7.819, -1.665], [0.482, 7.727, -1.243], [-2.700, 5.839, -0.713], [-1.712, 4.577, -1.347], [-1.986, 4.764, 0.410], [-0.084, 9.310, 0.924], [1.441, 8.558, 0.385], [1.411, 9.276, 1.963], [-2.464, 7.022, 1.795], [-2.214, 0.498, 7.100], [-2.466, 0.176, 5.618], [-3.955, -0.092, 5.441], [-4.926, 1.154, 5.469], [-4.460, 2.205, 4.443], [-3.000, 2.556, 4.540], [-2.108, 1.312, 4.729], [-0.782, 1.668, 4.762], [-2.592, 3.152, 3.114], [-2.927, 3.616, 5.688], [-1.691, -1.096, 5.254], [-2.574, -0.294, 7.757], [-2.722, 1.385, 7.477], [-1.160, 0.691, 7.296], [-4.181, -0.625, 4.517], [-4.206, -0.781, 6.247], [-4.791, 1.548, 6.477], [-5.970, 0.846, 5.425], [-5.129, 3.057, 4.563], [-4.571, 1.729, 3.469], [-2.347, 2.353, 2.414], [-3.462, 3.697, 2.749], [-1.747, 3.841, 3.119], [-3.416, 4.566, 5.475], [-3.270, 3.326, 6.681], [-1.894, 3.951, 5.788], [-0.657, -0.753, 5.240], [-1.827, -1.464, 4.237], [-1.702, -1.855, 6.036], [-0.432, 1.241, 3.977], [-3.074, -0.806, 1.556], [-2.477, -0.800, 0.105], [-1.848, 0.583, -0.156], [-0.436, 0.835, 0.485], [0.513, -0.293, -0.045], [-0.081, -1.714, 0.306], [-1.478, -1.840, -0.093], [-1.986, -3.174, 0.135], [0.732, -2.740, -0.508], [0.189, -2.094, 1.746], [-3.500, -0.929, -1.031], [-2.439, -0.482, 2.380], [-3.467, -1.763, 1.901], [-3.893, -0.090, 1.630], [-1.822, 0.769, -1.230], [-2.525, 1.274, 0.347], [-0.536, 0.839, 1.570], [-0.022, 1.757, 0.076], [1.516, -0.099, 0.334], [0.584, -0.072, -1.111], [1.798, -2.621, -0.312], [0.495, -3.776, -0.265], [0.642, -2.816, -1.592], [-0.180, -3.108, 1.897], [1.230, -1.950, 2.036], [-0.384, -1.602, 2.531], [-4.163, -0.067, -1.106], [-4.214, -1.750, -0.980], [-3.073, -0.998, -2.032], [-2.304, -3.116, 1.039], [3.154, 1.958, 1.497], [1.950, 2.417, 2.292], [1.813, 1.511, 3.324], [3.126, 0.931, 1.134], [3.999, 2.044, 2.181], [3.312, 2.623, 0.648], [1.009, 2.459, 1.743], [1.983, 3.458, 2.614], [2.349, 1.837, 4.050], [-5.352, -5.589, 0.102], [-5.292, -4.154, 0.612], [-5.222, -4.093, 2.027], [-4.368, -5.975, 0.369], [-5.541, -5.748, -0.960], [-6.128, -6.083, 0.688], [-6.201, -3.673, 0.252], [-4.527, -3.494, 0.204], [-6.130, -4.232, 2.308], [4.322, -2.236, 2.490], [5.386, -3.112, 1.868], [6.199, -3.664, 2.800], [4.648, -1.434, 3.154], [3.630, -2.750, 3.157], [3.728, -1.833, 1.669], [5.928, -2.492, 1.155], [4.937, -3.928, 1.300], [6.561, -4.516, 2.547], [1.455, -3.110, 6.024], [1.714, -1.641, 5.625], [1.472, -0.715, 6.688], [1.728, -3.731, 5.171], [0.406, -3.279, 6.265], [1.905, -3.504, 6.935], [1.172, -1.397, 4.711], [2.767, -1.546, 5.360], [1.478, 0.206, 6.419], [3.071, -5.883, 2.497], [1.900, -5.350, 1.754], [1.302, -6.291, 0.866], [3.853, -6.209, 1.811], [2.826, -6.756, 3.103], [3.530, -5.035, 3.004], [2.227, -4.651, 0.984], [1.154, -4.879, 2.394], [0.534, -6.700, 1.271], [-1.331, 0.206, -5.462], [-2.689, 0.128, -4.643], [-3.319, -1.123, -4.792], [-0.692, -0.615, -5.136], [-0.704, 1.053, -5.181], [-1.430, 0.156, -6.546], [-3.326, 0.934, -5.006], [-2.588, 0.352, -3.581], [-2.766, -1.755, -4.328], [1.965, -6.954, -2.825], [2.716, -5.769, -2.326], [3.428, -6.132, -1.111], [2.607, -7.761, -3.178], [1.410, -6.696, -3.727], [1.349, -7.335, -2.011], [2.074, -4.893, -2.238], [3.490, -5.481, -3.037], [2.738, -6.074, -0.446], [-1.593, -5.107, 5.377], [-2.905, -4.633, 4.812], [-3.127, -5.088, 3.493], [-1.494, -6.192, 5.335], [-1.628, -4.908, 6.449], [-0.695, -4.679, 4.934], [-2.953, -3.547, 4.744], [-3.656, -5.034, 5.493], [-3.835, -4.614, 3.050], [-0.884, -4.905, -3.085], [-1.914, -3.758, -3.263], [-1.212, -2.558, -3.092], [-1.547, -5.736, -2.846], [-0.135, -4.935, -2.294], [-0.249, -5.029, -3.963], [-2.793, -3.737, -2.618], [-2.080, -3.897, -4.331], [-1.115, -2.393, -2.152]], "orbital_gap_ev": 8.1, "energy_ha": -4300.7357, "e_above_lowest_kcal_mol": 38.2, "e_lumo_ev": 0.3}